(1)
ORCA calculation (ωB97M-V/def2-TZVPD) on a 2-piece molecular cluster, C2H3NOS overall at a distorted geometry.

Last column: natural (NBO) charge in e.
CARTESIAN COORDINATES (ANGSTROEM)
S  2.47  0.47  -0.09  0.70
O  2.32  -0.95  0.36  -0.77
N  -0.38  -0.32  -0.69  -0.55
C  -1.13  0.42  0.31  -0.35
C  -0.08  0.90  -0.56  0.14
H  -2.12  0.65  0.15  0.19
H  -0.30  -1.32  -0.81  0.45
H  -0.79  0.15  1.33  0.19

Summary:
Relative energy (zero: lowest compared OMol25 entry of this formula, charge and spin): 550.1 kJ/mol
HOMO energy (spin up / spin down): -8.05 / -8.56 eV
E: -16489.497 eV
Orbital gap (spin up / spin down): 0.257 / 0.272 Eh

(2)
ORCA calculation (ωB97M-V/def2-TZVPD) on C20H26FI2N3O4RhS as an isolated structure.

Last column: natural (NBO) charge in e.
CARTESIAN COORDINATES (ANGSTROEM)
I  -4.81  -3.03  -5.35  0.21
I  -2.49  -2.50  -4.19  0.34
Rh  -3.34  -0.88  -2.32  1.24
S  -3.41  1.29  -4.77  1.18
F  2.20  2.02  0.12  -0.30
O  -3.91  0.71  -3.39  -0.97
O  -3.92  -2.20  -1.11  -0.67
O  -3.85  -3.73  0.47  -0.52
O  -1.81  -0.47  -1.23  -0.62
N  -0.29  -2.50  2.00  -0.30
N  3.41  0.64  2.25  -0.44
N  4.79  1.68  4.39  -0.50
C  -4.91  1.56  -5.73  -0.57
C  2.22  0.22  1.68  0.26
C  3.95  1.99  2.06  -0.23
C  4.32  -0.27  2.92  -0.24
C  5.10  2.24  3.03  -0.24
C  -3.32  -2.81  -0.08  0.76
C  1.61  0.92  0.60  0.35
C  0.37  -1.37  1.53  0.29
C  -1.42  -2.89  1.44  0.20
C  -0.19  -0.66  0.45  -0.19
C  1.29  -4.33  2.57  -0.63
C  1.56  -0.92  2.12  -0.34
C  -2.01  -2.25  0.36  -0.34
C  0.27  -3.34  3.09  -0.21
C  -1.39  -1.14  -0.18  0.54
C  0.46  0.51  0.01  -0.20
C  4.53  0.18  4.36  -0.23
C  -3.14  3.06  -4.45  -0.57
C  -4.69  2.93  -6.37  -0.42
C  -4.18  3.85  -5.26  -0.42
H  -1.91  -3.76  1.86  0.27
H  0.05  1.08  -0.81  0.26
H  3.93  -1.28  2.93  0.25
H  1.95  -1.46  2.96  0.23
H  -0.58  -3.84  3.56  0.24
H  5.27  -0.31  2.39  0.22
H  -5.73  1.57  -5.01  0.26
H  -3.24  3.17  -3.37  0.27
H  -5.62  3.29  -6.81  0.27
H  1.69  -4.92  3.39  0.25
H  5.27  3.31  3.14  0.26
H  0.83  -5.02  1.86  0.23
H  5.56  1.88  5.03  0.46
H  3.98  2.16  4.78  0.44
H  4.35  2.15  1.06  0.24
H  -3.96  2.86  -7.19  0.23
H  3.65  0.00  4.97  0.23
H  -5.01  4.14  -4.61  0.23
H  6.04  1.79  2.71  0.24
H  3.17  2.73  2.22  0.23
H  -2.11  3.28  -4.74  0.26
H  -5.03  0.74  -6.43  0.26
H  0.69  -2.68  3.85  0.21
H  5.39  -0.32  4.82  0.25
H  -3.74  4.75  -5.66  0.26
H  2.12  -3.83  2.06  0.21

Summary:
Relative energy (zero: lowest compared OMol25 entry of this formula, charge and spin): 0.0 kJ/mol
HOMO energy (spin up / spin down): -16.06 / -16.07 eV
Charge: +3
E: -66558.388 eV
Orbital gap (spin up / spin down): 0.214 / 0.215 Eh

(3)
ORCA calculation (ωB97M-V/def2-TZVPD) on C22H25N3O6S in the gas phase at a distorted geometry.

Last column: natural (NBO) charge in e.
CARTESIAN COORDINATES (ANGSTROEM)
S  2.72  -1.10  -0.59  2.31
O  2.92  -0.51  -1.88  -0.94
O  2.59  -2.53  -0.51  -0.94
O  -6.27  -2.11  -0.42  -0.60
O  7.91  1.60  -0.01  -0.63
O  -7.57  -0.42  0.30  -0.51
O  -0.12  3.63  -0.52  -0.57
N  3.89  -0.65  0.53  -0.67
N  -2.21  2.84  -0.40  -0.61
N  6.47  -0.05  -0.49  -0.45
C  -5.33  0.06  -0.20  -0.19
C  -3.04  0.56  -0.73  -0.21
C  -6.42  -0.95  -0.13  0.78
C  -0.86  2.70  -0.27  0.67
C  1.29  -0.34  0.18  -0.35
C  -3.23  1.88  -0.34  0.16
C  4.33  0.73  0.40  -0.24
C  7.69  0.41  -0.10  0.69
C  -0.35  1.40  0.26  -0.16
C  4.99  -1.58  0.67  -0.24
C  -4.50  2.29  0.08  -0.26
C  0.76  -0.92  1.32  -0.15
C  -4.08  -0.34  -0.65  -0.15
C  5.38  0.89  -0.71  -0.26
C  -0.87  0.84  1.42  -0.15
C  8.75  -0.63  0.18  -0.71
C  0.75  0.81  -0.36  -0.11
C  -0.32  -0.32  1.95  -0.21
C  6.01  -1.42  -0.46  -0.23
C  -5.54  1.39  0.16  -0.14
C  -9.37  -1.48  -0.97  -0.63
C  -8.69  -1.31  0.38  -0.07
H  -10.25  -2.11  -0.85  0.22
H  -9.68  -0.51  -1.36  0.21
H  5.80  1.90  -0.69  0.26
H  1.18  1.24  -1.25  0.25
H  5.46  -1.40  1.64  0.20
H  -6.51  1.71  0.49  0.23
H  -1.70  1.31  1.92  0.23
H  4.75  1.04  1.36  0.21
H  4.56  -2.58  0.66  0.24
H  5.51  -1.64  -1.41  0.21
H  -2.08  0.24  -1.11  0.22
H  8.48  -1.24  1.03  0.22
H  8.90  -1.26  -0.69  0.23
H  9.68  -0.10  0.40  0.25
H  -3.94  -1.37  -0.95  0.24
H  1.21  -1.83  1.69  0.24
H  -8.69  -1.95  -1.67  0.22
H  4.92  0.69  -1.68  0.22
H  6.84  -2.11  -0.33  0.22
H  -2.51  3.79  -0.57  0.42
H  -8.34  -2.28  0.75  0.20
H  -0.73  -0.75  2.84  0.23
H  -9.36  -0.85  1.11  0.19
H  -4.65  3.33  0.36  0.22
H  3.46  1.34  0.18  0.22

Summary:
Relative energy (zero: lowest compared OMol25 entry of this formula, charge and spin): 103.9 kJ/mol
SMILES: CCOC(=O)c1ccc(NC(=O)c2cccc(S(=O)(=O)N3CCN(C(C)=O)CC3)c2)cc1
HOMO energy: -8.90 eV
E: -50811.383 eV
Orbital gap: 0.327 Eh

(4)
ORCA calculation (ωB97M-V/def2-TZVPD) on C3H3BrO in the gas phase at a distorted geometry.

Last column: natural (NBO) charge in e.
CARTESIAN COORDINATES (ANGSTROEM)
Br  -2.32  -0.03  -0.06  -0.09
O  -0.14  1.54  0.56  -0.69
C  0.39  -0.70  0.18  -0.06
C  1.04  -1.68  0.34  -0.15
C  -0.32  0.43  -0.24  0.06
H  1.59  -2.51  0.35  0.22
H  -0.04  0.50  -1.25  0.21
H  -0.19  2.46  0.12  0.50

Summary:
Relative energy (zero: lowest compared OMol25 entry of this formula, charge and spin): 178.0 kJ/mol
SMILES: C#C[C@H](O)Br
HOMO energy: -10.05 eV
E: -75246.685 eV
Orbital gap: 0.385 Eh